Record 1
{
  "formula": "C41H58Br3Cl2F2MgN2NaO9P",
  "method": "ωB97M-V with the def2-TZVPD basis set",
  "symbols": ["C", "C", "C", "C", "C", "C", "C", "C", "C", "C", "C", "C", "C", "C", "C", "C", "C", "C", "C", "C", "C", "O", "C", "C", "C", "P", "O", "Cl", "C", "O", "N", "C", "C", "C", "C", "O", "O", "C", "O", "H", "H", "H", "H", "H", "H", "H", "H", "H", "H", "H", "H", "H", "H", "H", "H", "H", "H", "H", "H", "H", "H", "H", "H", "H", "H", "H", "H", "H", "H", "H", "H", "H", "H", "H", "H", "H", "H", "H", "F", "O", "H", "H", "Mg", "Br", "C", "C", "Br", "H", "H", "H", "H", "O", "C", "O", "C", "C", "C", "H", "H", "H", "H", "H", "H", "H", "H", "N", "C", "C", "C", "C", "C", "H", "H", "H", "H", "H", "Br", "Cl", "Na", "F"],
  "coordinates": [[2.186161, -5.517977, 2.256068], [0.727090, -5.794953, 1.634462], [0.750796, -6.192324, 0.071196], [-0.408818, -5.342793, -0.666265], [0.130599, -4.065685, -1.484526], [1.144168, -3.126088, -0.665755], [0.339928, -1.868897, -0.001218], [1.366078, -0.630219, -0.009177], [0.690562, 0.799252, 0.199976], [0.767532, 1.439469, 1.602726], [0.164446, 2.858965, 1.855988], [-0.511698, 3.657565, 0.728125], [-1.075295, 5.140717, 1.024084], [0.085229, 6.147374, 0.469263], [1.491744, 5.947887, 1.154025], [2.759581, 6.773921, 0.750643], [2.525253, 7.830604, -0.399417], [1.126547, 8.029409, -1.079435], [0.898292, 9.079552, -2.287189], [-0.124702, 7.189631, -0.652773], [-0.617736, 2.959859, -0.688259], [-1.292822, 3.723132, -1.678098], [-0.338582, 4.351617, -2.609142], [-1.230442, 5.329272, -3.559341], [-0.017536, 1.525649, -0.978607], [-0.204827, 0.894710, -2.750453], [0.255644, -0.752829, -2.885525], [-2.308112, 0.875013, -3.217282], [0.425377, 3.178364, 3.385758], [0.439941, 4.265819, 4.017403], [0.625089, 1.823289, 3.932954], [-0.508841, 1.185977, 4.650781], [-1.955087, 1.448490, 3.996874], [-2.229878, 0.543499, 2.667498], [-3.800328, 0.143502, 2.486749], [-4.181111, -0.236564, 1.296787], [-4.774683, 0.199533, 3.513590], [1.374300, 0.945520, 2.986109], [2.258715, 0.099938, 3.264025], [2.729995, -6.461925, 2.592767], [2.052512, -4.847739, 3.191082], [2.835722, -4.899724, 1.533023], [0.238191, -6.653487, 2.238721], [0.048554, -4.876416, 1.804492], [0.619871, -7.320403, -0.040502], [1.751854, -5.905495, -0.435466], [-1.262435, -5.054357, 0.044791], [-0.876341, -6.055365, -1.450864], [-0.734082, -3.384382, -1.845037], [0.603283, -4.472032, -2.460370], [1.725750, -3.649471, 0.164215], [1.924026, -2.729373, -1.422844], [0.092317, -2.087716, 1.107648], [-0.574737, -1.578091, -0.621052], [2.192733, -0.717393, 0.796960], [1.922607, -0.588802, -1.019765], [-2.137020, 5.362817, 0.544057], [-1.061316, 5.288180, 2.169906], [1.654790, 5.150888, 1.964860], [3.802233, 6.597679, 1.278527], [3.443639, 8.421922, -0.731274], [-0.220671, 9.292375, -2.359077], [1.208221, 8.545885, -3.267333], [1.553542, 10.004284, -2.149400], [-1.153480, 7.268940, -1.130016], [0.479427, 4.941535, -2.065774], [0.183525, 3.589804, -3.316664], [-2.135396, 5.772158, -2.990993], [-0.594713, 6.190566, -3.984954], [-1.645739, 4.710135, -4.429404], [-0.343247, -1.258481, -3.477848], [-0.544758, 1.613331, 5.722137], [-0.376442, 0.038645, 4.715863], [-2.733131, 1.085218, 4.776283], [-2.212976, 2.546663, 3.803848], [-1.609638, -0.413069, 2.776002], [-1.967523, 1.165903, 1.736423], [-5.370198, -0.581712, 3.509522], [-4.517744, 2.194395, 1.303273], [2.068142, 4.273277, 6.981341], [1.764964, 4.494105, 6.089604], [1.709435, 3.391882, 7.137541], [-0.305283, 11.016562, -3.752986], [4.089575, -1.043965, -2.239972], [5.526753, -2.342121, -2.450723], [5.530239, -2.929523, -3.839693], [4.112388, -4.252225, -4.046783], [5.400336, -3.088390, -1.666772], [6.445346, -1.780980, -2.267189], [6.458154, -3.474456, -4.023843], [5.389637, -2.185399, -4.623725], [1.773232, -6.157768, -5.047344], [2.406627, -7.016865, -5.619944], [2.043764, -8.311051, -5.510084], [2.580617, -9.368631, -6.315366], [3.846904, -9.931512, -5.702688], [3.657082, -6.677860, -6.379708], [2.724275, -9.044963, -7.349489], [1.817432, -10.150133, -6.342134], [4.636288, -9.178745, -5.651127], [4.214511, -10.778470, -6.287053], [3.659248, -10.265468, -4.678988], [4.510704, -6.703424, -5.701624], [3.550841, -5.667795, -6.780628], [3.838889, -7.325981, -7.235677], [-9.546004, 0.960815, 6.522757], [-9.268142, 0.116615, 5.516643], [-8.099845, 0.161354, 4.772901], [-7.162081, 1.136898, 5.081172], [-7.424537, 2.023924, 6.115210], [-8.621257, 1.894018, 6.801418], [-10.033011, -0.625617, 5.311657], [-7.927835, -0.548346, 3.972294], [-6.236305, 1.205257, 4.521221], [-6.715690, 2.797715, 6.382324], [-8.870749, 2.561355, 7.620257], [5.302886, 5.633786, 1.332394], [-3.176183, 4.225970, 0.915598], [-3.270654, -1.853153, 1.335811], [1.655528, 3.704215, -3.804985]],
  "atomic_forces_ev_per_a": [[-0.495, 0.927, 0.476], [0.519, -0.494, 0.347], [-0.296, 1.100, 0.306], [-0.281, -0.840, -1.327], [0.168, -0.306, -0.045], [-0.597, 0.573, -0.508], [1.661, 0.201, -0.016], [0.242, 1.218, -0.025], [-0.586, 1.803, 1.004], [-1.003, 1.803, -2.513], [0.117, -1.004, -2.766], [1.497, -2.846, 0.278], [4.757, -1.767, 1.554], [2.226, 2.414, -1.570], [0.253, 1.844, -1.942], [-6.198, 1.503, -2.546], [-2.697, -2.162, 1.109], [0.162, -1.754, 1.886], [0.775, -1.979, 0.692], [3.785, -1.027, 2.390], [0.664, -0.123, 0.921], [1.393, -1.819, 3.040], [-0.060, 1.365, -2.242], [0.038, -0.357, 0.471], [-0.725, 1.305, 4.590], [0.987, 0.700, -1.638], [-1.213, 0.672, 0.845], [0.541, -0.465, 0.859], [-0.716, 1.025, -0.533], [-0.286, -4.351, -2.136], [1.185, -0.338, 0.797], [-1.024, 0.318, 0.854], [-0.905, -1.094, 0.264], [-1.165, 1.402, 1.018], [-2.149, 0.418, -4.110], [0.405, 2.564, 5.639], [2.796, -0.678, -1.056], [0.548, -0.383, -1.330], [-3.899, 3.075, -0.770], [-0.732, 1.226, -0.695], [0.309, -1.156, -1.381], [-0.927, -1.151, 1.035], [0.718, 1.359, -0.966], [1.211, -1.298, -0.388], [0.021, 1.590, 0.030], [-1.525, -0.492, 0.985], [1.296, -0.444, -0.753], [0.508, 1.238, 1.191], [1.194, -1.244, 0.641], [-0.476, 0.683, 1.682], [-0.885, 0.484, -1.204], [-1.361, -0.460, 1.346], [0.057, 0.231, -1.636], [1.153, -0.501, 0.881], [-1.486, -0.114, -1.239], [-1.213, -0.171, 1.689], [0.013, 0.525, -0.522], [-0.511, -0.319, -1.953], [-0.518, 1.445, -1.433], [-1.794, 0.407, -0.695], [-1.629, -0.803, 0.344], [1.563, -0.243, 0.393], [-0.475, 0.955, 1.409], [-1.103, -1.106, -0.150], [1.684, 0.046, 0.526], [-1.357, -1.044, -0.576], [-0.225, 1.139, 1.321], [1.401, -0.605, -0.754], [-0.885, -1.453, 0.705], [0.587, 0.946, 1.189], [0.412, 0.656, 0.450], [0.039, -0.785, -1.605], [0.192, 1.931, -0.099], [1.328, 0.637, -1.090], [0.602, -1.549, 0.093], [-0.810, 1.111, -0.379], [-0.464, -1.367, 1.194], [0.352, 0.772, -0.652], [0.964, 1.711, 0.139], [-0.198, -0.114, -0.057], [0.048, -0.028, 0.054], [0.105, 0.128, -0.068], [-0.232, 0.653, -0.550], [0.321, -0.136, -0.139], [0.023, 0.400, 0.055], [0.121, -0.324, 0.022], [-0.028, 0.244, 0.028], [0.014, 0.019, -0.190], [-0.087, -0.088, -0.079], [-0.070, 0.089, 0.069], [-0.031, -0.043, 0.208], [0.208, -0.966, -0.280], [0.001, 0.717, 0.363], [-0.563, -0.061, 0.051], [0.228, -0.099, 0.019], [0.179, 0.087, 0.108], [-0.052, 0.137, -0.787], [0.050, 0.083, 0.117], [-0.083, 0.247, 0.125], [-0.029, -0.054, -0.100], [-0.043, 0.052, 0.032], [-0.064, -0.024, -0.129], [-0.051, -0.018, -0.062], [0.059, -0.074, 0.315], [0.107, -0.166, 0.155], [0.562, 0.012, -0.367], [-0.258, 0.255, 0.452], [0.096, 0.158, 0.167], [0.158, 0.081, -0.061], [-0.061, -0.137, -0.059], [-0.451, -0.333, -0.012], [0.045, 0.001, -0.035], [-0.095, 0.031, -0.018], [-0.266, 0.187, 0.142], [-0.052, -0.031, -0.019], [0.050, 0.005, -0.042], [1.902, -0.929, 0.367], [-1.818, -1.732, 0.422], [1.847, -3.073, -0.913], [0.754, -0.384, -0.650]],
  "homo_energy_ha": -0.1587,
  "energy_ha": -11928.97146,
  "fmax_ev_per_a": 6.87,
  "mol_weight_g_mol": 1149.80,
  "total_charge": -1
}

Record 2
{
  "formula": "C13H33NO4P",
  "method": "ωB97M-V with the def2-TZVPD basis set",
  "symbols": ["C", "C", "C", "C", "C", "C", "C", "C", "C", "C", "N", "H", "H", "H", "H", "H", "H", "H", "H", "H", "H", "H", "H", "H", "H", "H", "H", "H", "H", "H", "H", "H", "H", "H", "H", "C", "O", "P", "O", "O", "C", "O", "C", "H", "H", "H", "H", "H", "H", "H", "H", "H"],
  "coordinates": [[-1.019303, 4.438696, -2.551335], [-0.053266, 3.487591, -3.294174], [-0.780552, 2.421020, -4.132066], [0.036060, 1.141418, -4.285371], [0.003939, 0.180029, -3.081158], [-1.336122, 0.116068, -2.348954], [-1.282647, -0.816558, -1.133671], [-0.933346, -2.274004, -1.455501], [0.577136, -2.593354, -1.390766], [0.931878, -3.313720, -0.086868], [2.334209, -2.955405, 0.316824], [-1.071131, 5.408409, -3.037819], [-0.666177, 4.603712, -1.535138], [-2.015050, 4.002402, -2.508110], [0.533723, 4.100363, -3.975628], [0.634351, 3.020581, -2.588064], [-1.793579, 2.252145, -3.773860], [-0.890938, 2.842589, -5.132905], [1.079914, 1.427119, -4.435358], [-0.248236, 0.618349, -5.198234], [0.756693, 0.485857, -2.350810], [0.222095, -0.817057, -3.468121], [-2.163918, -0.144071, -3.009102], [-1.525298, 1.110810, -1.940819], [-0.504087, -0.420462, -0.471492], [-2.221425, -0.761028, -0.586077], [-1.391930, -2.882914, -0.671392], [-1.368481, -2.625697, -2.387948], [1.157632, -1.669949, -1.428724], [0.832668, -3.202154, -2.256474], [0.857772, -4.384873, -0.243501], [0.259640, -2.985091, 0.700429], [2.609770, -3.477452, 1.150971], [2.385808, -1.959855, 0.540282], [2.970864, -3.162945, -0.451425], [1.078664, 1.684635, 4.032059], [1.002899, 0.534461, 3.146798], [0.617058, -0.929226, 3.678157], [1.566224, -1.907181, 3.126076], [-0.787324, -1.048710, 2.902558], [-1.719982, 0.034112, 2.945092], [0.035205, -1.429842, 5.068757], [0.834733, -1.278824, 6.271189], [2.035133, 2.175748, 3.875141], [0.275051, 2.374867, 3.784233], [0.995105, 1.405285, 5.081778], [-1.610637, 0.648294, 2.051009], [-1.583692, 0.660415, 3.828666], [-2.720755, -0.388381, 2.968177], [1.046616, -0.229423, 6.471460], [1.765951, -1.836591, 6.178581], [0.251087, -1.680208, 7.092628]],
  "atomic_forces_ev_per_a": [[0.471, -0.328, 0.022], [-0.672, 0.252, 0.074], [0.596, 0.421, -0.515], [0.060, -0.050, 0.193], [-0.673, 0.096, -0.411], [0.399, 0.175, 0.585], [0.246, 0.072, -0.482], [0.015, -0.229, 0.823], [-0.272, 0.095, -0.055], [-0.503, 0.431, -0.745], [-0.249, -0.405, 0.134], [-0.172, 0.050, -0.051], [-0.116, 0.113, 0.097], [-0.122, 0.115, 0.094], [0.357, -0.160, 0.045], [0.013, -0.064, 0.047], [0.002, -0.184, 0.129], [-0.214, -0.030, -0.060], [0.039, 0.035, -0.148], [-0.211, -0.117, 0.049], [0.165, -0.162, 0.002], [0.385, -0.053, 0.160], [0.006, -0.045, -0.101], [-0.274, 0.077, -0.145], [-0.072, -0.027, 0.213], [-0.095, -0.051, -0.004], [-0.201, -0.141, -0.145], [0.005, 0.205, -0.162], [-0.030, 0.093, -0.225], [0.352, -0.015, 0.025], [0.169, -0.136, 0.380], [0.216, -0.074, 0.307], [0.081, 0.195, 0.123], [0.006, -0.018, 0.201], [0.150, 0.031, 0.077], [0.067, 0.169, -0.138], [0.306, 0.261, 2.384], [-2.132, -2.051, -3.370], [0.721, 0.043, -0.065], [0.209, -0.143, -0.105], [-0.036, -0.037, -0.080], [1.072, 2.093, 0.887], [0.079, -0.236, 0.113], [0.022, -0.056, -0.038], [-0.023, -0.050, -0.042], [-0.020, -0.022, -0.068], [0.039, 0.025, 0.019], [-0.052, -0.046, 0.030], [0.003, -0.036, 0.031], [-0.028, -0.037, 0.014], [-0.019, -0.004, -0.045], [-0.063, -0.037, -0.060]],
  "homo_energy_ha": -0.4733,
  "energy_ha": -1212.02276,
  "fmax_ev_per_a": 4.48,
  "mol_weight_g_mol": 298.38,
  "total_charge": 1
}